Here is a 2-piece molecular cluster, C4H9N4OPS overall from the OMol25 dataset. Energies are from ωB97M-V/def2-TZVPD.

Geometry as XYZ:
```
20
C4H9N4OPS ωB97M-V/def2-TZVPD
H -2.59789 1.95884 -1.60855
C 1.96415 -1.18374 -0.69467
H 1.28862 -2.00367 -0.52630
H 3.21082 0.19694 0.31317
N 0.98144 -0.15372 -1.10727
H 3.69839 -1.65157 0.60086
N 2.57126 -0.60816 1.86564
C -3.17323 0.40150 -0.17241
S -0.84033 1.37944 2.12262
C 2.92549 -0.90041 0.49046
P -0.00470 -0.28377 1.27277
C -2.46162 0.83881 -1.38390
N 0.28581 0.44026 -0.24306
H -1.42708 0.61044 -1.39991
H 2.48826 -1.42701 -1.59727
H -4.26949 0.58106 -0.08096
H -3.03807 0.19410 -2.02701
O -2.76448 -0.41055 0.64357
H -0.30317 2.33286 1.30918
N 1.46581 -0.31167 2.22306
```

Calculated values
Electronic energy: -32421.1303 eV
Multiplicity: 1
Lowest unoccupied orbital energy (spin up / spin down): -0.39 / -0.39 eV
Highest occupied orbital energy (spin up / spin down): -8.32 / -8.32 eV
Kohn-Sham gap (spin up / spin down): 7.93 / 7.93 eV

Here are the Mulliken charges for atoms 1 to 4, given in e: H 0.2552; C -0.7444; H 0.5114; H 0.3033